[1]
{
  "formula": "C27H74O13",
  "method": "ωB97M-V/def2-TZVPD",
  "species": ["O", "O", "O", "O", "O", "O", "O", "O", "O", "O", "O", "O", "O", "C", "C", "C", "C", "C", "C", "C", "C", "C", "C", "C", "C", "C", "C", "C", "C", "C", "C", "C", "C", "C", "C", "C", "C", "C", "C", "C", "H", "H", "H", "H", "H", "H", "H", "H", "H", "H", "H", "H", "H", "H", "H", "H", "H", "H", "H", "H", "H", "H", "H", "H", "H", "H", "H", "H", "H", "H", "H", "H", "H", "H", "H", "H", "H", "H", "H", "H", "H", "H", "H", "H", "H", "H", "H", "H", "H", "H", "H", "H", "H", "H", "H", "H", "H", "H", "H", "H", "H", "H", "H", "H", "H", "H", "H", "H", "H", "H", "H", "H", "H", "H"],
  "positions_angstrom": [[1.5985, -1.2533, 0.9709], [-0.2606, 0.3308, -0.8459], [0.9028, -2.0679, -1.6153], [1.8469, 2.6813, 3.8572], [-3.5159, -3.4775, 2.0921], [0.3678, 5.4357, 2.0725], [-2.9500, -1.0721, -5.6953], [-1.7273, -1.8421, 5.9633], [3.0801, -2.7870, 2.8560], [-2.4552, 1.9299, -1.0589], [4.7675, -4.7921, 0.3589], [-1.1010, 3.6691, -2.7698], [6.9025, -0.0227, 1.5132], [2.2754, -0.9175, -3.2371], [3.6603, -4.0807, 0.8854], [-5.2018, -0.8044, -4.9207], [-4.1568, 1.1475, 0.4029], [1.2716, 0.1417, 0.9939], [-0.1384, 0.4104, 0.5644], [1.2813, 4.3475, 2.2807], [4.9449, 1.3447, 1.9295], [-1.2186, -3.4796, 1.4971], [-3.6955, 2.3075, -0.4552], [-2.6115, -3.8069, 1.0255], [2.2295, -3.4389, -3.0144], [-1.1739, 0.5088, 5.8328], [6.4026, 1.3175, 1.5306], [-0.1593, -1.1519, 4.2576], [7.2444, 2.1852, 2.4254], [-2.9624, -3.0394, -0.2419], [-1.2359, 3.3919, -4.1861], [-3.2467, -0.7522, -3.3295], [0.9699, 3.7902, 3.6423], [-4.7107, 2.7433, -1.4799], [-2.7123, 3.3859, -4.4935], [1.4386, -2.1570, -2.9486], [-0.5552, 2.0771, -4.5287], [-3.7580, -0.4057, -4.7203], [4.1488, -3.3040, 2.0908], [-0.6869, -0.9158, 5.6495], [4.4056, 2.2251, 1.5796], [4.4181, 0.4690, 1.5445], [0.4963, -1.1851, -1.5089], [1.9853, 2.5532, 4.7986], [-2.5389, -1.5239, 5.5553], [-2.6704, -4.8864, 0.8399], [1.1056, 3.5763, 1.5229], [-4.4055, 3.6850, -1.9450], [4.8725, 1.2944, 3.0217], [-1.1033, -2.4426, 1.8065], [8.3045, 2.0107, 2.2528], [-4.3976, -3.7810, 1.8555], [2.7491, -0.9612, -4.2191], [-1.4758, 0.6807, 6.8650], [-5.3245, -1.8532, -4.6230], [-3.5878, 0.6636, -4.8326], [3.0807, -0.8363, -2.4996], [-2.0789, -2.9493, -0.8757], [-5.6933, 2.9026, -1.0317], [7.0503, 1.9516, 3.4808], [4.8638, -2.5336, 1.7894], [-1.1027, 0.7549, -1.0821], [-2.8377, 3.2518, -5.5669], [2.3190, 4.6828, 2.2051], [-4.8632, 2.0204, -2.2886], [-2.1620, -0.6377, -3.3208], [0.0910, -2.1941, 4.0615], [-3.4676, -1.7826, -3.0280], [-1.1438, 1.2513, -4.1127], [-2.0020, 0.7229, 5.1480], [-3.1720, 2.5655, -3.9425], [-0.5344, -3.6415, 0.6597], [2.8223, -4.7401, 1.1426], [-4.1066, 0.2147, -0.1626], [-0.8941, -4.1249, 2.3127], [1.4615, 0.4540, 2.0231], [0.1068, -1.0763, 6.3848], [-2.9255, -2.0077, -5.4681], [4.4498, -5.3386, -0.3643], [2.8403, -3.4724, -3.9195], [3.2264, -3.3975, 0.1318], [1.0607, 4.5391, 4.4290], [7.0049, 3.2447, 2.3099], [-0.0618, 3.4212, 3.6250], [-0.9139, -0.8369, 3.5263], [2.0330, 0.6651, 0.4006], [-5.5084, -0.7700, -5.9671], [1.5352, -1.5428, 0.0435], [0.5798, -2.1998, -3.6280], [-0.3898, 1.2384, 5.6046], [2.9105, -3.5182, -2.1653], [6.4886, 1.6888, 0.5054], [1.6719, -0.0118, -3.1554], [6.6091, -0.4462, 2.3270], [-3.5038, 1.0248, 1.2684], [-0.5453, 1.9126, -5.6077], [-3.6891, -0.1190, -2.5573], [-0.7431, 4.2072, -4.7296], [-5.9195, -0.2159, -4.3444], [4.6658, -4.0329, 2.7232], [-0.4069, 1.4188, 0.9074], [0.4520, 2.0034, -4.1231], [-0.1753, 3.8624, -2.5948], [-3.5189, 3.1728, 0.1989], [-3.1501, 4.3303, -4.1757], [-5.1759, 1.3160, 0.7462], [0.7616, -0.6075, 4.0268], [0.5602, 5.8364, 1.2216], [-3.7556, -3.5169, -0.8285], [2.6267, -2.1262, 2.3119], [-3.3717, -2.0578, 0.0058], [1.5755, -4.3109, -3.0149], [-0.7858, -0.3051, 1.0820], [-2.1811, 2.5945, -1.7130]],
  "mulliken_charge": [0.611, 0.041, -0.292, -0.428, -0.578, -0.548, -0.601, -0.567, -0.565, -0.303, -0.572, -0.604, -0.559, -1.039, 0.322, -1.529, -0.980, -1.058, 0.363, -0.056, -0.932, -0.687, 0.595, 0.385, -1.348, -1.085, 0.444, -0.474, -1.376, -0.865, 0.438, -0.251, -0.361, -1.307, -0.793, 0.728, -1.023, 0.838, -0.308, 0.142, 0.357, 0.073, 0.198, 0.247, 0.345, 0.238, -0.052, 0.342, 0.311, -0.294, 0.342, 0.327, 0.480, 0.378, 0.349, -0.152, 0.261, 0.078, 0.502, 0.317, 0.052, 0.033, 0.455, 0.301, 0.066, -0.202, 0.269, 0.562, -0.054, 0.308, -0.351, 0.202, 0.230, -0.023, 0.475, 0.076, 0.386, 0.382, 0.333, 0.428, -0.261, 0.445, 0.375, 0.207, -0.028, 0.198, 0.384, -0.133, 0.163, 0.099, 0.131, 0.299, 0.031, 0.317, 0.235, 0.481, -0.230, 0.403, 0.330, 0.343, 0.331, 0.352, 0.286, 0.269, 0.363, 0.481, 0.216, 0.301, 0.494, 0.287, 0.204, 0.360, -0.145, 0.021],
  "energy_ev": -55815.578,
  "lumo_ev": 0.07,
  "smiles": "CC(C)O.CC(C)O.CC(C)O.CC(C)O.CC(C)O.CC(C)O.CC(C)O.OCCO.OCCO.OCCO",
  "largest_force_ev_per_a": 1.32,
  "e_above_lowest_kcal_mol": 0.0
}


[2]
{
  "formula": "C27H75O12Zr",
  "method": "ωB97M-V/def2-TZVPD",
  "species": ["Zr", "O", "O", "O", "O", "O", "O", "O", "O", "O", "O", "O", "O", "C", "C", "C", "C", "C", "C", "C", "C", "C", "C", "C", "C", "C", "C", "C", "C", "C", "C", "C", "C", "C", "C", "C", "C", "C", "C", "C", "H", "H", "H", "H", "H", "H", "H", "H", "H", "H", "H", "H", "H", "H", "H", "H", "H", "H", "H", "H", "H", "H", "H", "H", "H", "H", "H", "H", "H", "H", "H", "H", "H", "H", "H", "H", "H", "H", "H", "H", "H", "H", "H", "H", "H", "H", "H", "H", "H", "H", "H", "H", "H", "H", "H", "H", "H", "H", "H", "H", "H", "H", "H", "H", "H", "H", "H", "H", "H", "H", "H", "H", "H", "H", "H"],
  "positions_angstrom": [[32.5373, -8.4664, 27.8227], [29.2584, -14.4618, 31.4297], [33.2012, -7.1549, 26.1586], [35.8831, -14.7182, 29.9165], [34.6757, -8.4469, 28.3229], [31.1357, -7.5029, 20.2861], [33.0023, -10.3530, 26.8161], [30.5025, -17.4820, 25.3870], [33.5189, -16.3992, 22.6254], [27.4443, -12.4513, 23.2152], [36.9523, -8.2646, 26.7748], [30.4172, -8.3249, 27.3392], [34.0467, -13.8261, 21.2819], [36.1217, -9.3434, 30.1612], [30.5572, -7.9836, 21.4890], [27.9086, -11.7904, 25.4404], [31.9376, -11.4456, 25.0169], [33.8031, -13.6513, 29.5304], [35.4383, -8.1587, 29.5571], [29.6443, -16.4198, 25.7808], [28.5090, -12.2687, 24.0973], [30.2352, -14.0536, 30.5050], [33.4111, -12.7250, 21.9315], [31.0237, -9.3855, 21.7869], [30.4304, -15.3437, 26.4926], [29.7807, -12.8095, 29.7006], [34.4537, -11.6345, 22.0263], [34.0701, -12.3418, 25.9184], [29.0850, -8.1128, 25.2784], [34.7106, -14.8201, 29.1001], [28.1996, -7.2404, 27.4078], [37.1027, -9.5981, 26.4926], [33.4378, -7.7347, 23.8103], [36.5501, -9.8383, 25.1027], [35.3602, -15.5642, 23.8621], [32.9037, -6.7703, 24.8531], [29.0982, -8.2708, 26.7878], [33.3416, -5.3632, 24.5207], [32.7548, -11.6110, 26.2803], [34.0755, -16.3823, 23.9340], [34.2007, -15.7793, 29.1891], [32.9897, -5.0199, 23.5478], [30.7046, -6.6690, 20.0852], [28.7440, -11.5054, 26.0800], [35.4330, -10.1657, 30.3554], [33.1392, -7.4315, 22.8068], [35.3808, -8.4598, 27.6715], [28.1916, -8.5912, 24.8770], [29.9367, -8.6033, 24.8072], [32.0689, -9.3899, 22.0961], [29.2120, -11.5116, 23.7498], [29.0774, -16.0160, 24.9420], [35.7417, -15.5600, 24.8832], [32.6432, -16.7860, 22.6972], [27.1724, -7.2771, 27.0449], [36.5047, -9.1291, 31.1590], [35.4779, -9.6532, 25.1682], [27.3013, -12.5619, 25.9135], [36.0217, -16.1567, 23.2300], [30.5510, -12.3602, 29.0737], [29.6981, -15.0254, 32.0704], [27.3377, -10.8732, 25.2959], [36.6866, -10.8688, 24.7746], [30.7088, -15.6486, 27.5014], [34.7822, -12.2809, 26.7414], [30.8367, -7.2484, 22.2436], [33.8920, -13.3907, 25.6817], [36.1946, -7.4027, 29.3461], [32.9561, -4.5815, 25.1753], [28.8908, -16.7289, 26.5052], [28.5286, -6.2124, 27.2556], [36.5631, -10.2052, 27.2195], [27.7647, -12.8126, 22.3855], [31.0746, -13.7285, 31.1197], [36.9928, -9.1427, 24.3898], [30.4723, -9.7400, 22.6578], [29.1247, -7.0834, 24.9224], [28.9605, -12.9755, 29.0022], [28.1215, -7.3867, 28.4851], [34.3468, -12.7251, 29.3442], [32.1339, -12.2340, 26.9242], [32.9017, -13.5415, 28.9274], [37.5325, -7.9221, 26.0909], [33.0277, -13.0736, 22.8904], [29.3437, -12.1444, 30.4454], [34.5723, -11.8239, 25.1012], [32.4981, -10.9029, 24.2557], [34.3154, -17.4120, 24.1992], [35.0868, -11.9464, 22.8569], [30.6370, -14.8089, 29.8296], [38.1717, -9.8070, 26.4521], [33.5578, -13.7615, 30.5867], [36.2602, -13.8354, 29.9056], [34.7574, -7.7274, 30.2910], [33.3459, -15.9951, 24.6452], [34.5237, -7.8268, 23.7890], [35.2888, -14.5423, 23.4896], [31.6201, -12.4103, 24.6212], [32.5889, -12.3316, 21.3337], [34.9270, -14.7180, 28.0366], [33.0714, -8.7461, 23.9863], [31.0590, -10.8252, 25.1939], [30.8590, -10.0965, 20.9773], [30.7786, -18.0319, 26.1239], [34.4275, -5.2970, 24.5877], [36.9328, -9.6689, 29.5100], [29.8056, -14.4624, 26.6378], [31.3226, -15.0493, 25.9400], [31.8207, -6.7645, 24.7297], [33.9061, -14.5988, 21.8339], [28.5929, -9.1908, 27.0820], [35.1377, -11.5227, 21.1850], [33.9389, -10.7249, 22.3357], [29.1725, -13.1173, 24.2639], [29.4734, -7.9436, 21.3800]],
  "lowdin_spin": [0.000, 0.000, 0.000, 0.000, 0.000, 0.000, 0.000, 0.000, 0.000, 0.000, 0.000, 0.000, 0.671, 0.000, 0.000, 0.000, 0.000, 0.000, 0.000, 0.000, 0.000, 0.000, 0.130, 0.001, 0.000, 0.000, 0.095, 0.000, 0.000, 0.000, 0.000, 0.000, 0.000, 0.000, 0.004, 0.000, 0.000, 0.000, 0.000, 0.000, 0.000, 0.000, 0.000, 0.000, 0.000, 0.000, 0.000, 0.000, 0.000, 0.000, 0.000, 0.000, 0.001, 0.000, 0.000, 0.000, 0.000, 0.000, 0.000, 0.000, 0.000, 0.000, 0.000, 0.000, 0.000, 0.000, 0.000, 0.000, 0.000, 0.000, 0.000, 0.000, 0.000, 0.000, 0.000, 0.000, 0.000, 0.000, 0.000, 0.000, 0.000, 0.000, 0.000, 0.003, 0.000, 0.000, 0.000, 0.000, 0.009, 0.000, 0.000, 0.000, 0.000, 0.000, 0.000, 0.000, 0.002, 0.000, 0.066, 0.000, 0.000, 0.000, 0.000, 0.000, 0.000, 0.000, 0.000, 0.000, 0.000, 0.008, 0.000, 0.002, 0.006, 0.000, 0.000],
  "energy_ev": -55045.838,
  "multiplicity": 2,
  "lumo_ev": [-7.06, -11.02],
  "s_squared": 0.754,
  "largest_force_ev_per_a": 9.02,
  "charge": 2
}